(1)
Computed, not measured: a gas-phase ion, C6H11N2O6P (charge -2), with wB97M-V/def2-TZVPD.

Positions of all 26 atoms, in Å:
H1 1.72 -1.76 0.00
C1 0.95 0.52 -0.37
H2 -3.09 -0.72 1.22
O1 1.03 0.46 -1.79
H3 3.20 -0.12 -0.09
N1 0.12 -0.52 0.23
N2 2.81 1.97 -0.01
H4 2.70 2.03 -1.06
H5 0.10 0.53 -2.11
O2 0.33 1.76 -0.06
H6 -1.63 -1.11 2.14
C2 -1.34 -0.30 0.17
O3 -0.98 1.52 2.21
C3 -2.04 -1.23 1.22
H7 -2.12 -2.23 0.86
O4 -2.62 -1.47 -1.55
H8 0.11 -2.59 0.64
H9 0.25 -2.14 -1.14
O5 -2.21 2.36 0.14
C4 -1.81 -0.57 -1.25
C5 0.53 -1.90 -0.07
H10 2.24 0.71 1.38
C6 2.39 0.61 0.31
O6 -1.42 0.24 -2.14
H11 2.01 2.49 0.38
P1 -1.23 1.49 0.75

**E_LUMO**: 6.1 eV
**Charge**: -2
**SMILES**: CN1[C@](C)(C(=O)[O-])[P@@](=O)([O-])O[C@@]1(O)CN
**Kohn-Sham gap**: 7.294 eV

=====

(2)
Computed, not measured: a gas-phase ion, C6H11N2S (charge +1), with wB97M-V/def2-TZVPD.

Positions of all 20 atoms, in Å:
C1 -1.23 1.67 0.90
C2 -0.54 0.54 0.44
H1 2.42 1.61 -1.16
C3 -2.16 -1.17 0.75
H2 1.33 -1.73 -2.14
C4 2.60 0.61 -1.06
H3 3.49 0.18 -1.48
S1 2.98 0.38 0.80
C5 1.36 -0.03 -1.18
N1 0.82 -1.23 -1.34
H4 -0.60 2.41 1.16
H5 2.67 1.55 1.17
H6 -1.75 1.44 1.77
H7 -2.44 -2.08 0.31
H8 -2.96 -0.33 0.54
H9 -2.02 -1.32 1.74
N2 -0.91 -0.66 0.18
C6 -0.32 -1.54 -0.71
H10 -0.82 -2.45 -0.86
H11 -1.91 2.14 0.18

**E_LUMO (alpha / beta)**: -4.6 / -4.5 eV
**Charge**: +1
**Kohn-Sham gap (alpha / beta)**: 6.716 / 6.884 eV

=====

(3)
Computed, not measured: a gas-phase ion, C6H11N2S2 (charge +1), with wB97M-V/def2-TZVPD.

Positions of all 21 atoms, in Å:
H1 3.52 -0.58 0.44
H2 0.33 1.98 -1.35
C1 -2.72 -0.06 0.42
C2 -1.07 1.96 0.21
H3 1.00 -1.80 1.57
C3 1.09 -2.03 0.53
C4 2.88 -0.32 -0.34
H4 2.96 0.72 -0.60
S1 -5.27 -0.30 -0.43
H5 3.13 -0.70 -1.29
H6 -3.24 -1.42 -0.77
N1 0.51 0.22 0.01
N2 -3.63 -0.59 -0.37
H7 -1.30 2.76 0.92
C5 1.48 -0.61 0.11
H8 1.77 -2.88 0.49
C6 0.31 1.61 -0.32
H9 -1.78 2.03 -0.65
H10 0.15 -2.41 0.23
S2 -1.33 0.27 1.14
H11 1.22 2.12 0.07

**E_LUMO (alpha / beta)**: -4.6 / -4.8 eV
**Charge**: +1
**Kohn-Sham gap (alpha / beta)**: 7.429 / 6.796 eV

=====

(4)
Computed, not measured: C6H11N3 in the gas phase, with wB97M-V/def2-TZVPD.

Positions of all 20 atoms, in Å:
C1 0.40 2.07 -0.80
C2 -2.15 0.60 -0.96
N1 1.39 -0.08 -0.40
H1 0.03 -2.03 1.98
H2 1.43 2.35 -1.00
H3 -0.84 -1.03 -0.85
H4 0.12 2.50 0.14
C3 0.32 0.58 -0.67
H5 -0.76 0.00 2.75
H6 2.99 -2.26 -0.22
H7 2.04 -3.01 1.16
N2 -0.85 -0.03 -1.01
H8 -0.23 2.46 -1.59
H9 -2.30 1.24 -1.83
H10 -2.26 1.21 -0.06
C4 0.26 -1.06 1.50
C5 1.31 -1.17 0.42
H11 -2.92 -0.17 -0.96
N3 -0.15 0.05 1.94
C6 2.17 -2.20 0.46

**E_LUMO**: 0.9 eV
**SMILES**: [H]/N=C/C(=C)/N=C(/C)NC
**Kohn-Sham gap**: 8.565 eV

=====

(5)
Computed, not measured: 2 unconnected molecules or ions with the total composition C6H11N3O, with wB97M-V/def2-TZVPD.

Positions of all 21 atoms, in Å:
H1 1.25 2.62 -1.78
C1 1.20 -2.51 0.68
H2 0.94 -1.55 1.15
H3 1.32 -3.15 1.54
C2 -1.09 0.86 1.08
H4 2.15 -2.31 0.20
C3 0.17 2.17 -0.06
N1 -1.92 1.71 0.40
H5 1.62 3.67 -0.40
C4 1.45 2.64 -0.71
H6 2.26 1.99 -0.42
H7 -1.51 -3.09 -1.16
C5 0.12 -3.22 -0.10
O1 -0.05 -4.40 0.12
H8 -1.51 -0.02 1.55
H9 -2.87 1.84 0.72
N2 0.16 1.06 0.79
H10 -0.48 -1.67 -1.38
C6 -1.11 2.59 -0.28
H11 -1.49 3.42 -0.83
N3 -0.60 -2.63 -1.12

**E_LUMO**: 0.7 eV
**SMILES**: Cc1c[nH]cn1.CC(N)=O
**Kohn-Sham gap**: 9.592 eV

=====

(6)
Computed, not measured: 2 unconnected molecules or ions with the total composition C6H11N3O, with wB97M-V/def2-TZVPD.

Positions of all 21 atoms, in Å:
C1 1.76 -0.13 1.82
N1 2.12 0.51 0.66
H1 -1.05 -0.48 0.72
C2 -1.62 -0.86 -2.40
H2 3.01 0.49 0.21
H3 1.38 0.82 0.05
H4 -1.58 -2.32 -0.69
H5 2.51 -2.06 2.22
C3 -1.06 2.14 -0.59
H6 2.76 -1.01 3.61
N2 -1.60 -1.43 -1.15
O1 0.58 -0.14 2.14
C4 -1.30 0.77 -1.02
C5 2.72 -1.04 2.52
C6 -1.35 -0.37 -0.30
H7 -1.84 2.86 -0.88
H8 -0.25 2.72 -1.02
H9 3.77 -0.81 2.30
N3 -1.42 0.43 -2.39
H10 -0.86 2.17 0.48
H11 -1.89 -1.37 -3.31

**E_LUMO**: 0.8 eV
**SMILES**: Cc1c[nH]cn1.CC(N)=O
**Kohn-Sham gap**: 9.214 eV

=====

Short version: relative energy (zero: lowest compared OMol25 entry of this formula, charge and spin) = 0.0; 182.8; 152.3; 37.2; 16.0; 17.9 kcal per mole, in the order given.
Short version: F_max = 5.0; 5.7; 3.5; 1.5; 1.6; 2.5 eV/A, in the order given.